[1]
The following is a quantum chemistry calculation of a structure of composition C45H57N3O7PRbS2 in a non-equilibrium geometry, from the OMol25 dataset.

Atoms and positions in Å:
Rb  -0.650  -0.187  -0.947
C  2.158  -3.197  -1.560
O  2.102  -2.600  -2.828
C  2.380  -1.216  -2.810
C  1.958  -0.633  -4.168
O  1.116  0.492  -4.070
C  1.748  1.738  -4.128
C  2.645  2.083  -2.939
O  1.884  2.072  -1.762
C  2.590  2.592  -0.670
H  3.180  -3.175  -1.157
H  1.474  -2.708  -0.855
H  1.855  -4.234  -1.696
H  1.794  -0.721  -2.024
H  3.454  -1.060  -2.617
H  2.833  -0.405  -4.791
H  1.360  -1.408  -4.654
H  2.352  1.820  -5.047
H  0.931  2.462  -4.154
H  3.484  1.375  -2.854
H  3.069  3.087  -3.111
H  2.822  3.655  -0.821
H  1.952  2.469  0.201
H  3.532  2.050  -0.511
N  -0.958  3.922  0.156
P  -0.848  2.405  0.975
C  -2.498  2.540  1.790
C  -2.756  3.462  2.801
C  -4.040  3.626  3.288
C  -5.082  2.881  2.757
C  -4.834  1.977  1.738
C  -3.547  1.802  1.254
C  0.185  2.982  2.372
C  0.915  4.165  2.360
C  1.702  4.515  3.443
C  1.784  3.678  4.542
C  1.087  2.479  4.550
C  0.298  2.134  3.470
C  -1.391  3.870  -1.145
C  -1.841  5.004  -1.833
C  -2.235  4.851  -3.148
C  -2.160  3.596  -3.740
C  -1.699  2.537  -2.972
N  -1.327  2.671  -1.713
H  -1.289  4.720  0.692
H  -1.948  4.056  3.211
H  -4.228  4.338  4.079
H  -6.085  3.009  3.137
H  -5.643  1.394  1.323
H  -3.364  1.088  0.463
H  0.859  4.819  1.503
H  2.252  5.445  3.427
H  2.383  3.964  5.394
H  1.163  1.818  5.403
H  -0.260  1.207  3.474
H  -1.886  5.967  -1.344
H  -2.598  5.699  -3.712
H  -2.462  3.446  -4.765
H  -1.631  1.534  -3.374
O  2.099  0.160  1.107
S  3.138  0.477  2.082
C  3.295  -1.008  3.232
C  2.385  -2.142  2.795
C  1.007  -2.055  3.448
C  0.083  -3.169  2.990
S  -0.741  -2.707  1.330
O  -0.151  -1.400  1.055
C  -2.325  -2.412  2.144
C  -2.642  -1.141  2.576
C  -3.853  -0.912  3.205
C  -4.758  -1.948  3.361
C  -4.441  -3.221  2.909
C  -3.212  -3.461  2.319
C  4.710  0.106  1.221
C  5.907  0.610  1.698
C  7.086  0.303  1.038
C  7.058  -0.505  -0.089
C  5.854  -0.998  -0.567
C  4.675  -0.684  0.088
H  3.024  -0.633  4.218
H  4.342  -1.304  3.242
H  2.849  -3.103  3.034
H  2.246  -2.087  1.712
H  0.559  -1.103  3.155
H  1.112  -2.072  4.537
H  -0.712  -3.346  3.710
H  0.626  -4.099  2.828
H  -1.942  -0.336  2.404
H  -4.091  0.078  3.565
H  -5.717  -1.764  3.822
H  -5.149  -4.027  3.027
H  -2.945  -4.449  1.973
H  5.910  1.230  2.582
H  8.028  0.692  1.396
H  7.976  -0.748  -0.601
H  5.836  -1.625  -1.448
H  3.717  -1.037  -0.259
C  -1.549  -4.669  -4.832
C  -2.281  -3.821  -3.783
C  -3.589  -3.259  -4.356
C  -2.553  -4.657  -2.529
C  -1.447  -2.684  -3.447
N  -0.797  -1.765  -3.258
H  -2.159  -5.533  -5.087
H  -0.595  -5.017  -4.441
H  -1.359  -4.095  -5.736
H  -4.243  -4.076  -4.655
H  -3.391  -2.634  -5.226
H  -4.096  -2.654  -3.608
H  -3.339  -5.381  -2.731
H  -2.855  -4.019  -1.704
H  -1.655  -5.187  -2.221
O  -2.310  -2.426  -0.462
C  -3.227  -1.645  -0.773
O  -3.185  -0.453  -1.044
H  -4.256  -2.138  -0.828

## Properties
Energy above the lowest of the compared OMol25 structures with the same formula, charge and spin, eV: 1.4063
HOMO level, eV: -8.041
LUMO level, eV: 0.38
Kohn-Sham gap, eV: 8.423
Charge: 0

Atom charges from the Mulliken analysis, given in e for atoms 1 to 4: number 1, Rb, carries 1.21; number 2, C, carries -0.55; number 3, O, carries -0.52; number 4, C, carries 0.88

***

[2]
The following is a quantum chemistry calculation of a structure of composition C45H59AsF6N7W in a non-equilibrium geometry, from the OMol25 dataset.

Atoms and positions in Å:
W  0.033  -0.312  -0.636
C  2.749  -2.104  -0.938
C  2.157  -3.494  -0.749
C  0.830  -3.599  -0.055
C  0.502  -4.848  0.472
C  -0.768  -5.099  0.949
C  -1.712  -4.083  0.814
C  -1.313  -2.848  0.346
N  -0.037  -2.555  -0.039
N  1.999  -1.195  -1.854
C  1.878  -1.870  -3.187
C  0.521  -2.469  -3.411
C  0.292  -3.258  -4.531
C  -0.953  -3.835  -4.711
C  -1.904  -3.636  -3.718
C  -1.594  -2.822  -2.645
N  -0.414  -2.191  -2.489
C  2.781  0.042  -2.140
C  1.890  0.907  -2.999
C  2.361  1.689  -4.040
C  1.448  2.337  -4.867
C  0.093  2.118  -4.645
C  -0.301  1.342  -3.565
N  0.568  0.772  -2.704
H  3.770  -2.233  -1.322
H  2.796  -1.648  0.057
H  2.893  -4.062  -0.173
H  2.049  -4.030  -1.699
H  1.248  -5.629  0.481
H  -1.024  -6.052  1.389
H  -2.740  -4.259  1.089
H  -2.051  -2.046  0.240
H  2.057  -1.151  -3.991
H  2.653  -2.637  -3.297
H  1.079  -3.408  -5.252
H  -1.173  -4.425  -5.588
H  -2.878  -4.093  -3.784
H  -2.336  -2.669  -1.873
H  3.718  -0.192  -2.664
H  3.038  0.562  -1.211
H  3.422  1.779  -4.215
H  1.786  2.959  -5.682
H  -0.648  2.546  -5.302
H  -1.356  1.154  -3.396
C  -2.114  3.368  -2.025
C  -1.695  2.773  -0.674
C  -1.174  3.911  0.215
C  -2.841  2.108  0.070
C  -4.022  2.826  0.065
C  -5.086  2.459  0.870
C  -4.930  1.370  1.698
C  -3.784  0.568  1.744
C  -4.001  -0.569  2.748
C  -3.512  -0.197  4.158
C  -3.646  -2.008  2.370
C  -2.680  0.947  0.900
N  -1.400  0.342  0.826
C  -0.891  -0.415  1.843
C  0.466  -0.673  1.873
N  1.387  -0.031  1.003
C  2.382  0.537  1.941
C  3.778  0.299  1.966
C  4.485  0.522  3.147
C  3.893  0.999  4.304
C  2.590  1.439  4.220
C  1.849  1.268  3.059
C  0.563  2.058  3.000
C  0.889  3.558  3.104
C  -0.389  1.690  4.145
C  4.669  -0.132  0.821
C  5.408  -1.437  1.145
C  5.676  0.975  0.480
H  -2.743  2.681  -2.589
H  -1.240  3.635  -2.614
H  -2.678  4.285  -1.888
H  -0.878  2.012  -0.854
H  -1.988  4.601  0.421
H  -0.389  4.484  -0.272
H  -0.827  3.545  1.174
H  -4.115  3.712  -0.539
H  -6.015  3.002  0.847
H  -5.760  1.115  2.337
H  -5.089  -0.606  2.847
H  -2.432  -0.160  4.252
H  -3.880  -0.935  4.864
H  -3.911  0.769  4.454
H  -2.604  -2.276  2.527
H  -3.945  -2.201  1.341
H  -4.231  -2.665  3.011
H  -1.517  -0.691  2.681
H  0.880  -1.183  2.743
H  5.536  0.284  3.171
H  4.459  1.094  5.217
H  2.144  1.936  5.068
H  0.064  1.866  2.038
H  1.397  3.777  4.038
H  -0.027  4.143  3.102
H  1.535  3.900  2.296
H  -0.111  2.204  5.059
H  -0.370  0.624  4.351
H  -1.402  1.998  3.898
H  4.069  -0.278  -0.068
H  6.248  -1.245  1.804
H  5.814  -1.885  0.242
H  4.760  -2.156  1.640
H  6.302  1.234  1.327
H  5.174  1.882  0.147
H  6.333  0.631  -0.315
F  -1.574  -0.148  -1.558
As  -4.462  -0.134  -2.710
F  -3.941  -1.073  -1.292
F  -5.284  0.875  -1.612
F  -5.643  -1.087  -3.332
F  -4.223  1.223  -3.750
F  -3.075  -0.821  -3.546
N  1.469  2.220  -0.440
H  1.464  2.898  -1.205
H  2.441  2.203  -0.120
H  0.993  2.703  0.328

## Properties
Multiplicity: 2
HOMO level (spin up / spin down), eV: -18.457 / -18.418
LUMO level (spin up / spin down), eV: -13.95 / -14.18
Kohn-Sham gap (spin up / spin down), eV: 4.502 / 4.240
Charge: +4

Atom charges from the Mulliken analysis, given in e for atoms 1 to 4: number 1, W, carries 3.59; number 2, C, carries -0.51; number 3, C, carries -1.61; number 4, C, carries 0.45